No. 1
The following is a DFT calculation (the ωB97M-V functional and the def2-TZVPD basis) of C22H16F6N9O5PtS2 as an isolated structure.

Calculated values
Charge: +3
Kohn-Sham gap (alpha / beta) in hartree: 0.09115 / 0.09113
Energy above the lowest of the compared OMol25 structures with the same formula, charge and spin in eV: 3.0904
Energy in eV: -87909.33757

Geometry (Å):
Pt 0.158 -0.071 0.032
F 1.287 2.355 -1.902
C 0.721 3.526 -1.575
F 1.642 4.427 -1.384
F -0.118 3.872 -2.517
S -0.139 3.123 0.080
O -0.783 1.825 -0.196
O -1.013 4.140 0.490
N 1.195 2.928 0.886
S 1.834 1.927 1.918
O 2.178 2.459 3.168
O 1.062 0.666 1.953
C 3.340 1.438 0.874
F 3.920 2.469 0.325
F 2.768 0.685 -0.110
F 4.195 0.676 1.507
C 1.302 -5.523 0.363
N 1.395 -4.113 0.060
C 0.549 -3.131 0.354
N 0.998 -1.996 -0.194
C 2.158 -2.365 -0.818
N 2.391 -3.634 -0.673
C 0.437 -6.211 -0.670
C 0.986 -7.078 -1.629
C 0.173 -7.703 -2.574
C -1.188 -7.476 -2.589
C -1.743 -6.575 -1.653
C -0.918 -5.966 -0.684
C -3.113 -6.197 -1.705
N -4.092 -6.702 -2.450
N -5.157 -6.034 -2.238
C -4.892 -5.070 -1.359
O -3.595 -5.156 -0.990
C -5.747 -4.029 -0.909
C -7.086 -3.951 -1.361
C -7.863 -2.880 -0.966
C -7.335 -1.893 -0.141
C -6.001 -1.962 0.320
C -5.466 -0.879 1.220
N -4.026 -0.835 1.280
C -3.126 -0.565 0.333
N -1.910 -0.694 0.855
C -2.122 -1.026 2.154
N -3.392 -1.129 2.414
C -5.226 -3.039 -0.054
H 0.865 -5.643 1.357
H 2.317 -5.928 0.362
H -0.332 -3.220 0.959
H 2.805 -1.696 -1.353
H 2.048 -7.274 -1.633
H 0.615 -8.369 -3.301
H -1.832 -7.951 -3.315
H -1.380 -5.321 0.048
H -7.474 -4.729 -2.002
H -8.887 -2.809 -1.302
H -7.966 -1.067 0.155
H -5.804 -1.064 2.250
H -5.849 0.098 0.909
H -3.340 -0.281 -0.678
H -1.340 -1.180 2.874
H -4.212 -3.151 0.297



No. 2
The following is a DFT calculation (the ωB97M-V functional and the def2-TZVPD basis) of a 2-piece molecular cluster, C12H17NS overall.

Calculated values
Expectation value of S²: 0.783
Charge: +1
Kohn-Sham gap (alpha / beta) in hartree: 0.28890 / 0.14475
Energy above the lowest of the compared OMol25 structures with the same formula, charge and spin in eV: 3.0635
Spin multiplicity: 2
Energy in eV: -25034.01663

Geometry (Å):
C -0.055 -3.239 -1.508
C -1.263 0.131 -0.977
C -0.566 -0.687 -1.802
C -0.473 -1.935 -1.107
C -1.090 -1.820 0.114
C -1.604 1.532 -1.299
C -0.788 1.939 -2.358
C -0.036 1.117 -3.187
C 0.120 -0.243 -2.966
N -1.707 -0.495 0.160
H -2.169 2.211 -0.681
H -0.654 3.032 -2.515
H -1.835 -0.201 1.052
H 0.703 1.725 -3.714
H -1.188 -2.434 1.071
H 0.805 -0.735 -3.491
H 0.846 -3.120 -2.302
H -0.816 -3.860 -2.108
H 0.184 -4.109 -0.649
C 2.000 1.248 1.902
C 1.153 1.718 0.688
C 1.394 -0.630 4.023
S 0.634 0.652 2.854
H 2.919 0.671 1.541
H 2.573 2.039 2.312
H 1.819 2.418 0.082
H 0.406 2.345 1.027
H 1.755 -0.200 4.902
H 0.604 -1.365 4.145
H 2.125 -1.142 3.376
H 0.981 0.967 0.026



No. 3
The following is a DFT calculation (the ωB97M-V functional and the def2-TZVPD basis) of C54H68BHfN5O3SSi as an isolated structure.

Calculated values
Charge: 0
Kohn-Sham gap in hartree: 0.19218
Energy above the lowest of the compared OMol25 structures with the same formula, charge and spin in eV: 0.0000
Energy in eV: -91401.65347

Geometry (Å):
Hf -0.015 0.319 0.960
C 2.991 -5.641 0.512
C 2.545 -4.851 1.755
C 2.356 -3.366 1.583
C 3.351 -2.392 1.699
C 4.828 -2.618 1.803
C 5.539 -2.414 0.457
C 2.717 -1.152 1.630
N 1.337 -1.336 1.471
C 1.153 -2.676 1.404
C -0.133 -3.354 1.041
C -1.420 -2.607 1.259
C -2.675 -3.203 1.312
C -2.984 -4.676 1.250
C -3.801 -5.115 0.023
C -3.598 -2.165 1.533
C -2.867 -0.986 1.605
C -3.427 0.296 1.865
C -2.794 1.468 2.040
N -1.393 1.641 2.007
C -1.166 2.923 2.422
C 0.072 3.510 2.580
C 1.289 2.860 2.376
N 1.423 1.565 1.988
C 2.810 1.313 1.955
C 3.362 0.088 1.793
C 3.517 2.524 2.275
C 2.585 3.476 2.547
C 2.789 4.909 2.929
C 2.520 5.878 1.771
C 5.005 2.673 2.255
C 5.542 2.890 0.834
C -2.428 3.605 2.672
C -3.418 2.721 2.423
C -4.895 2.948 2.471
C -5.502 3.111 1.072
C -2.530 5.037 3.095
C -2.328 6.019 1.934
N -1.504 -1.257 1.436
C -5.083 -2.301 1.714
C -5.477 -2.772 3.119
H 3.544 -6.537 0.801
H 3.633 -5.033 -0.128
H 2.146 -5.970 -0.094
H 3.292 -4.996 2.539
H 1.626 -5.290 2.154
H 5.014 -3.635 2.154
H 5.267 -1.954 2.553
H 5.174 -3.134 -0.280
H 6.621 -2.540 0.553
H 5.340 -1.416 0.061
H -0.195 -4.244 1.683
H -3.526 -4.963 2.156
H -2.055 -5.245 1.268
H -4.866 -4.915 0.156
H -3.690 -6.188 -0.153
H -3.466 -4.592 -0.874
H -4.505 0.323 1.969
H 0.103 4.535 2.921
H 4.444 0.043 1.856
H 3.812 5.048 3.283
H 2.138 5.161 3.771
H 3.203 5.686 0.940
H 2.651 6.916 2.085
H 1.500 5.765 1.394
H 5.470 1.786 2.691
H 5.296 3.514 2.887
H 5.286 2.046 0.191
H 6.627 3.006 0.835
H 5.103 3.787 0.392
H -5.103 3.843 3.059
H -5.381 2.118 2.989
H -5.070 3.978 0.566
H -6.583 3.253 1.125
H -5.301 2.234 0.454
H -1.787 5.238 3.871
H -3.504 5.212 3.553
H -1.338 5.898 1.485
H -2.423 7.053 2.270
H -3.072 5.847 1.151
H -5.475 -2.997 0.971
H -5.575 -1.347 1.512
H -5.093 -3.773 3.323
H -6.563 -2.800 3.238
H -5.066 -2.101 3.876
C 2.230 -1.028 -4.722
Si 1.000 0.355 -4.656
C 0.141 0.480 -6.313
C 1.810 2.003 -4.326
C -0.351 0.024 -3.379
C -1.676 -0.120 -3.759
C -2.706 -0.197 -2.817
C -2.376 -0.068 -1.494
N -1.105 0.069 -1.085
C -0.094 0.046 -1.984
S 1.483 0.100 -1.268
H 3.100 -0.754 -5.328
H 1.760 -1.904 -5.174
H 2.572 -1.293 -3.718
H 0.870 0.725 -7.093
H -0.617 1.271 -6.310
H -0.344 -0.460 -6.599
H 2.357 2.327 -5.217
H 2.506 1.955 -3.486
H 1.052 2.762 -4.101
H -1.930 -0.151 -4.814
H -3.741 -0.312 -3.110
H -3.130 -0.064 -0.717
O -0.930 -4.883 -0.923
B -0.029 -3.951 -0.409
O 1.005 -3.721 -1.312
C 0.774 -4.587 -2.360
C 1.566 -4.845 -3.453
C 1.091 -5.797 -4.357
C -0.116 -6.459 -4.148
C -0.890 -6.210 -3.014
C -0.405 -5.271 -2.137
H 2.510 -4.336 -3.599
H 1.680 -6.029 -5.235
H -0.455 -7.191 -4.870
H -1.819 -6.732 -2.822
C 0.406 4.546 -1.550
C -0.969 4.014 -1.957
C -1.328 3.194 -0.738
O -0.094 2.564 -0.358
C 1.023 3.358 -0.821
H 0.290 5.398 -0.875
H 1.019 4.860 -2.395
H -0.894 3.369 -2.836
H -1.698 4.800 -2.156
H -2.070 2.421 -0.918
H -1.676 3.831 0.079
H 1.618 2.733 -1.482
H 1.631 3.648 0.035



No. 4
The following is a DFT calculation (the ωB97M-V functional and the def2-TZVPD basis) of a 7-piece molecular cluster, C21H47Cl12N4O2 overall.

Calculated values
Charge: +1
Kohn-Sham gap in hartree: 0.34591
Energy above the lowest of the compared OMol25 structures with the same formula, charge and spin in eV: 0.0000
Energy in eV: -182858.91824

Geometry (Å):
C 3.935 -2.616 -2.036
C 3.868 -2.351 -3.547
O 2.543 -2.026 -3.966
C 2.318 -0.643 -4.139
C 0.806 -0.456 -4.167
O 0.396 0.856 -3.756
C 0.503 1.103 -2.407
N -0.858 0.958 -1.787
C -0.899 0.435 -0.539
N -0.449 1.199 0.524
N -1.342 -0.761 -0.268
C -1.819 -1.734 -1.257
C -3.323 -1.590 -1.508
C -3.965 -2.895 -1.976
N -3.212 -3.473 -3.097
H 4.065 -3.684 -1.852
H 3.001 -2.329 -1.549
H 4.779 -2.112 -1.567
H 4.565 -1.565 -3.849
H 4.142 -3.259 -4.084
H 2.779 -0.285 -5.067
H 2.773 -0.076 -3.313
H 0.444 -0.561 -5.188
H 0.351 -1.214 -3.521
H 0.854 2.125 -2.255
H 1.211 0.434 -1.902
H -1.527 0.549 -2.431
H 0.535 1.006 0.747
H -0.445 2.168 0.205
H -1.367 -1.020 0.710
H -1.652 -2.717 -0.810
H -1.242 -1.646 -2.175
H -3.824 -1.272 -0.590
H -3.527 -0.838 -2.276
H -4.955 -2.644 -2.353
H -4.110 -3.595 -1.145
H -2.308 -3.810 -2.784
H -3.697 -4.288 -3.454
Cl 0.995 4.473 0.326
C 2.173 4.609 1.674
C 3.005 3.364 1.797
Cl 2.005 1.986 2.360
H 1.627 4.814 2.591
H 2.813 5.461 1.454
H 3.798 3.505 2.528
H 3.450 3.090 0.844
Cl -6.724 -4.561 -1.680
C -8.445 -4.148 -1.429
C -8.687 -2.672 -1.602
Cl -7.908 -1.712 -0.311
H -8.723 -4.487 -0.435
H -9.024 -4.705 -2.163
H -9.753 -2.468 -1.561
H -8.302 -2.316 -2.555
Cl 5.349 6.317 3.587
C 4.675 6.990 5.101
C 3.664 6.055 5.706
Cl 2.192 5.950 4.693
H 4.248 7.962 4.871
H 5.507 7.125 5.791
H 3.350 6.412 6.686
H 4.089 5.060 5.813
Cl 9.744 -1.961 0.318
C 10.170 -0.786 1.589
C 9.265 -0.893 2.788
Cl 7.601 -0.363 2.423
H 10.131 0.207 1.150
H 11.194 -0.998 1.890
H 9.632 -0.249 3.586
H 9.212 -1.913 3.158
Cl -11.685 -3.365 -2.831
C -13.391 -2.917 -2.544
C -13.607 -1.436 -2.705
Cl -12.792 -0.506 -1.422
H -13.655 -3.254 -1.545
H -13.992 -3.463 -3.269
H -14.670 -1.214 -2.642
H -13.231 -1.082 -3.662
Cl 7.509 0.658 5.871
C 5.756 0.840 5.642
C 5.391 2.242 5.232
Cl 5.662 3.425 6.540
H 5.265 0.548 6.567
H 5.463 0.149 4.853
H 4.332 2.285 4.976
H 5.977 2.564 4.374



No. 5
The following is a DFT calculation (the ωB97M-V functional and the def2-TZVPD basis) of a 2-piece molecular cluster, C28H38BNO4S overall.

Calculated values
Charge: 0
Kohn-Sham gap in hartree: 0.19079
Energy in eV: -50843.40969

Geometry (Å):
C 4.972 -1.785 -3.674
O 4.375 -0.566 -3.186
C 3.120 -0.524 -2.651
C 2.460 0.740 -2.688
C 1.213 0.882 -2.111
C 0.543 -0.195 -1.414
C -0.723 -0.114 -0.757
O -1.938 -1.272 -2.892
C -2.124 -0.164 -3.755
C 1.231 -1.459 -1.458
C 2.472 -1.639 -2.055
H 5.861 -1.426 -4.197
H 5.255 -2.445 -2.846
H 4.309 -2.323 -4.367
H 2.951 1.573 -3.203
H 0.712 1.852 -2.159
H -0.976 0.816 -0.236
H -2.694 -0.513 -4.638
H -2.690 0.655 -3.269
H -1.150 0.218 -4.098
H 0.726 -2.286 -0.958
H 2.952 -2.629 -2.085
C -2.864 1.993 5.432
C -1.876 1.453 4.477
C -1.174 0.265 4.630
C -0.209 0.053 3.612
C -0.164 1.067 2.650
B -1.992 -1.038 -1.503
C 0.921 1.306 1.746
C 0.991 2.502 1.003
C 2.146 2.828 0.319
C 3.266 1.948 0.348
N 4.446 2.316 -0.212
C 5.592 1.431 -0.220
C 4.552 3.513 -1.015
C 3.134 0.685 0.970
C 1.976 0.365 1.641
O -2.088 -2.383 -0.840
C -3.090 -2.359 0.124
C -3.897 -3.652 -0.002
C -2.465 -2.339 1.508
C -3.965 -1.024 -0.173
C -5.282 -1.353 -0.876
C -4.320 -0.231 1.086
O -3.186 -0.233 -1.029
S -1.397 2.267 3.034
H -2.774 1.455 6.380
H -2.673 3.057 5.603
H -3.892 1.879 5.067
H -1.366 -0.416 5.451
H 0.469 -0.800 3.596
H 0.138 3.175 0.961
H 2.192 3.756 -0.244
H 5.736 0.966 0.765
H 5.482 0.632 -0.975
H 6.472 2.038 -0.462
H 4.033 3.394 -1.981
H 4.118 4.370 -0.484
H 5.613 3.701 -1.196
H 3.943 -0.042 0.909
H 1.870 -0.617 2.099
H -4.739 -3.639 0.697
H -4.276 -3.774 -1.022
H -3.254 -4.508 0.246
H -3.231 -2.380 2.287
H -1.824 -3.223 1.609
H -1.841 -1.448 1.625
H -5.906 -1.970 -0.223
H -5.817 -0.419 -1.089
H -5.101 -1.875 -1.823
H -4.943 -0.861 1.734
H -3.436 0.114 1.641
H -4.906 0.659 0.812



No. 6
The following is a DFT calculation (the ωB97M-V functional and the def2-TZVPD basis) of C6H12ClCrO6 as an isolated structure.

Calculated values
Expectation value of S²: 6.047
Charge: +1
Kohn-Sham gap (alpha / beta) in hartree: 0.23901 / 0.27203
Energy above the lowest of the compared OMol25 structures with the same formula, charge and spin in eV: 1.9793
Spin multiplicity: 5
Energy in eV: -59637.90402

Geometry (Å):
Cr -0.355 2.379 -2.394
Cl -0.064 3.154 -0.117
C -2.496 1.653 2.423
O -1.766 0.440 2.492
C -1.834 -0.399 1.470
O -2.442 -0.197 0.448
O -1.054 -1.457 1.612
C -0.695 -1.942 2.899
H -3.575 1.536 2.333
H -2.214 2.274 1.571
H -2.277 2.200 3.335
H -1.422 -1.825 3.701
H 0.242 -1.503 3.246
H -0.518 -3.009 2.771
C 0.732 -1.544 -3.851
O 1.756 -1.278 -2.914
C 1.671 -0.242 -2.130
O 0.766 0.587 -2.119
O 2.742 -0.168 -1.412
C 2.848 0.845 -0.422
H 0.541 -2.618 -3.847
H 1.077 -1.386 -4.877
H -0.207 -1.007 -3.743
H 1.885 1.070 0.043
H 3.095 1.806 -0.882
H 3.563 0.632 0.363